# 1
DFT (wB97M-V/def2-TZVPD) results for a molecular structure, C20H30B2F4N4O4V at a distorted geometry.

Atoms and positions in Å:
V (0.24, -0.13, 0.62)
C (3.50, 1.17, 3.12)
C (2.23, 0.97, 2.39)
N (1.96, -0.07, 1.66)
O (2.94, -0.90, 1.27)
B (2.74, -1.25, -0.15)
F (3.83, -1.35, -0.88)
F (1.86, 0.00, -0.67)
O (1.79, -2.35, -0.33)
N (0.63, -1.99, 0.26)
C (-0.24, -2.91, 0.54)
C (-0.04, -4.36, 0.30)
C (-1.44, -2.33, 1.18)
N (-1.36, -1.04, 1.22)
O (-2.41, -0.31, 1.71)
B (-1.87, 0.90, 2.30)
F (-2.74, 1.86, 2.59)
F (-0.93, 0.60, 3.26)
O (-0.89, 1.47, 1.02)
N (0.40, 1.52, 1.31)
C (1.10, 1.90, 2.33)
C (0.85, 3.02, 3.25)
C (-2.57, -3.11, 1.73)
H (4.25, 0.46, 2.79)
H (3.86, 2.19, 2.99)
H (3.33, 1.02, 4.19)
H (0.87, -4.53, -0.26)
H (0.04, -4.88, 1.26)
H (-0.89, -4.80, -0.22)
H (-0.08, 3.54, 3.02)
H (0.79, 2.64, 4.27)
H (1.68, 3.73, 3.23)
H (-2.67, -4.08, 1.26)
H (-2.39, -3.27, 2.80)
H (-3.50, -2.55, 1.66)
C (-1.44, 3.49, -1.72)
C (-1.12, 2.06, -2.02)
C (-2.09, 1.05, -1.79)
C (-3.38, 1.41, -1.13)
C (-1.85, -0.31, -2.18)
C (-2.97, -1.32, -2.12)
C (-0.63, -0.66, -2.71)
C (-0.33, -2.08, -3.12)
C (0.33, 0.37, -2.98)
C (1.50, 0.05, -3.84)
C (0.12, 1.71, -2.52)
C (1.23, 2.71, -2.60)
H (-2.45, 3.73, -2.04)
H (-0.77, 4.17, -2.23)
H (-1.39, 3.70, -0.64)
H (-4.11, 1.68, -1.91)
H (-3.28, 2.28, -0.48)
H (-3.80, 0.59, -0.56)
H (-2.89, -2.04, -2.92)
H (-3.94, -0.84, -2.22)
H (-2.97, -1.87, -1.17)
H (-0.62, -2.24, -4.16)
H (-0.89, -2.79, -2.51)
H (0.73, -2.31, -3.03)
H (1.26, -0.67, -4.61)
H (2.29, -0.40, -3.22)
H (1.92, 0.94, -4.31)
H (1.13, 3.35, -3.48)
H (2.21, 2.23, -2.64)
H (1.21, 3.37, -1.73)

**Kohn-Sham gap (alpha / beta)**: 7.91 / 6.22 eV
**Energy**: -2692.8892 Ha
**HOMO (alpha / beta)**: -15.32 / -15.49 eV
**Total charge**: +2
**Spin multiplicity**: 4



# 2
DFT (wB97M-V/def2-TZVPD) results for a molecular structure, C20H30B2F8K3O15 at a distorted geometry.

Atoms and positions in Å:
K (-4.27, -9.59, -12.44)
K (-2.00, -13.86, -11.54)
K (0.53, -10.13, -12.98)
B (-4.17, -11.66, -9.82)
F (-4.38, -13.01, -10.11)
F (-5.16, -10.76, -10.21)
F (-4.05, -11.55, -8.48)
F (-3.02, -11.31, -10.46)
B (-2.23, -11.54, -14.16)
F (-1.99, -11.36, -12.85)
F (-1.17, -11.16, -15.01)
F (-2.54, -12.90, -14.22)
F (-3.39, -10.93, -14.53)
C (-3.46, -15.79, -15.84)
C (-2.49, -16.77, -16.58)
C (-3.10, -17.67, -17.53)
O (-2.55, -17.43, -18.74)
C (-1.61, -16.48, -18.62)
O (-0.75, -16.20, -19.50)
O (-1.62, -15.99, -17.40)
H (-4.09, -15.18, -16.49)
H (-2.90, -15.16, -15.14)
H (-3.97, -16.45, -15.14)
H (-1.97, -17.40, -15.85)
H (-4.16, -17.45, -17.57)
H (-2.96, -18.70, -17.17)
C (-6.30, -14.44, -14.47)
C (-6.74, -13.54, -15.64)
C (-5.83, -12.30, -15.90)
O (-5.77, -12.22, -17.33)
C (-6.09, -13.45, -17.82)
O (-5.93, -13.84, -18.99)
O (-6.62, -14.22, -16.86)
H (-6.21, -15.47, -14.81)
H (-7.13, -14.41, -13.75)
H (-5.48, -14.15, -13.81)
H (-7.74, -13.13, -15.50)
H (-4.80, -12.47, -15.61)
H (-6.10, -11.39, -15.37)
C (-2.48, -13.00, -18.60)
C (-2.83, -11.60, -19.06)
C (-2.11, -10.43, -18.37)
O (-1.23, -10.03, -19.31)
C (-1.27, -10.71, -20.44)
O (-0.46, -10.62, -21.40)
O (-2.27, -11.58, -20.40)
H (-3.05, -13.83, -19.01)
H (-2.61, -13.05, -17.52)
H (-1.43, -13.22, -18.80)
H (-3.91, -11.42, -19.12)
H (-1.52, -10.88, -17.57)
H (-2.85, -9.67, -18.15)
C (-1.56, -7.83, -16.37)
C (-2.30, -6.51, -16.33)
C (-2.48, -5.82, -14.95)
O (-1.72, -4.60, -15.02)
C (-1.18, -4.48, -16.22)
O (-0.48, -3.58, -16.73)
O (-1.40, -5.64, -16.99)
H (-2.13, -8.62, -15.88)
H (-0.58, -7.79, -15.89)
H (-1.46, -8.07, -17.43)
H (-3.17, -6.56, -16.97)
H (-1.94, -6.45, -14.24)
H (-3.50, -5.65, -14.62)
C (0.91, -14.32, -14.54)
C (1.45, -13.93, -15.93)
C (0.42, -13.74, -16.99)
O (0.75, -12.45, -17.47)
C (1.60, -11.84, -16.66)
O (2.10, -10.76, -16.85)
O (1.94, -12.64, -15.67)
H (0.54, -15.35, -14.56)
H (0.11, -13.72, -14.12)
H (1.65, -14.27, -13.74)
H (2.29, -14.50, -16.33)
H (-0.62, -13.66, -16.66)
H (0.59, -14.58, -17.66)

**ΔE to the lowest compared entry with this formula, charge and spin**: 91.3 kcal per mole
**Kohn-Sham gap**: 7.50 eV
**Energy**: -4557.5160 Ha
**HOMO**: -11.89 eV
**Total charge**: +1



# 3
DFT (wB97M-V/def2-TZVPD) results for a gas-phase ion, C20H30BrN2O4 (charge +1).

Atoms and positions in Å:
C (-5.71, -2.35, 0.82)
C (-5.27, -1.26, -0.15)
O (-4.08, -0.60, 0.32)
C (-2.91, -1.19, 0.04)
O (-2.80, -2.20, -0.61)
C (-1.76, -0.48, 0.60)
C (-1.65, 0.79, 1.13)
C (-2.70, 1.81, 1.33)
N (-0.34, 1.02, 1.49)
C (0.19, 2.23, 2.05)
C (1.10, 3.04, 1.07)
O (2.47, 2.75, 1.27)
C (0.79, 2.76, -0.42)
N (1.61, 1.66, -0.98)
C (2.94, 2.14, -1.49)
C (4.08, 1.25, -1.05)
C (0.84, 0.91, -2.01)
C (1.57, -0.30, -2.56)
C (0.40, -0.10, 1.21)
C (1.77, -0.34, 1.36)
C (2.24, -1.57, 0.95)
Br (4.11, -1.93, 1.05)
C (1.41, -2.56, 0.39)
O (2.03, -3.70, 0.03)
C (1.27, -4.77, -0.47)
C (0.05, -2.31, 0.24)
C (-0.45, -1.07, 0.64)
H (-6.64, -2.78, 0.47)
H (-4.96, -3.13, 0.87)
H (-5.86, -1.93, 1.81)
H (-5.06, -1.69, -1.14)
H (-6.01, -0.47, -0.23)
H (-2.43, 2.77, 0.87)
H (-2.87, 1.98, 2.39)
H (-3.63, 1.46, 0.89)
H (-0.64, 2.86, 2.36)
H (0.78, 1.99, 2.93)
H (0.92, 4.10, 1.25)
H (2.78, 3.13, 2.10)
H (-0.27, 2.50, -0.51)
H (0.97, 3.66, -1.01)
H (1.82, 0.99, -0.20)
H (3.11, 3.14, -1.08)
H (2.88, 2.22, -2.57)
H (5.01, 1.64, -1.46)
H (3.97, 0.22, -1.40)
H (4.17, 1.24, 0.03)
H (0.60, 1.61, -2.82)
H (-0.09, 0.57, -1.55)
H (2.44, -0.03, -3.15)
H (1.86, -0.98, -1.76)
H (0.89, -0.84, -3.21)
H (2.44, 0.36, 1.84)
H (1.98, -5.57, -0.66)
H (0.52, -5.10, 0.26)
H (0.77, -4.50, -1.41)
H (-0.63, -3.03, -0.17)

**ΔE to the lowest compared entry with this formula, charge and spin**: 0.0 kcal per mole
**Kohn-Sham gap**: 8.59 eV
**Energy**: -3764.3945 Ha
**SMILES string**: CCOC(=O)c1c(C)n(C[C@@H](O)C[NH+](CC)CC)c2cc(Br)c(OC)cc12
**HOMO**: -10.93 eV
**Total charge**: +1



# 4
DFT (wB97M-V/def2-TZVPD) results for 8 unconnected molecules or ions with the total composition C20H30Cl15N2OS.

Atoms and positions in Å:
C (2.41, 1.03, 0.69)
C (0.98, 1.45, 0.46)
O (0.80, 2.90, 0.34)
N (0.56, 3.50, 1.54)
C (1.53, 3.90, 2.43)
C (0.88, 4.49, 3.48)
S (1.55, 5.20, 4.91)
N (-0.48, 4.40, 3.16)
Cl (-1.71, 4.97, 4.14)
C (-0.66, 3.78, 1.97)
C (-1.92, 3.45, 1.30)
C (-2.08, 1.94, 1.31)
C (-2.09, 1.19, 0.14)
C (-2.22, -0.20, 0.22)
C (-2.33, -0.86, 1.45)
C (-2.42, -2.35, 1.54)
C (-2.34, -0.08, 2.61)
C (-2.22, 1.30, 2.54)
H (3.06, 1.88, 0.88)
H (2.80, 0.49, -0.16)
H (2.46, 0.38, 1.57)
H (0.31, 1.10, 1.25)
H (0.58, 1.07, -0.47)
H (2.58, 3.79, 2.28)
H (1.47, 4.11, 5.67)
H (-1.93, 3.87, 0.30)
H (-2.72, 3.88, 1.91)
H (-1.98, 1.64, -0.84)
H (-2.22, -0.80, -0.69)
H (-2.51, -2.81, 0.57)
H (-1.53, -2.73, 2.03)
H (-3.26, -2.62, 2.18)
H (-2.44, -0.55, 3.58)
H (-2.22, 1.89, 3.45)
C (4.61, -2.42, -0.54)
Cl (5.53, -1.96, -1.96)
Cl (2.88, -2.05, -0.70)
H (4.70, -3.49, -0.40)
H (5.00, -1.89, 0.32)
C (6.42, 1.80, 0.87)
Cl (5.88, 1.26, -0.72)
Cl (6.13, 0.58, 2.12)
H (7.48, 2.00, 0.83)
H (5.87, 2.69, 1.14)
C (5.04, -3.42, 3.62)
Cl (6.36, -2.99, 2.53)
Cl (3.66, -4.11, 2.75)
H (5.41, -4.16, 4.32)
H (4.71, -2.53, 4.13)
C (-0.04, 4.25, -2.77)
Cl (0.36, 4.12, -4.48)
Cl (-1.74, 3.85, -2.45)
H (0.58, 3.56, -2.21)
H (0.13, 5.28, -2.46)
C (-0.28, -1.69, -4.15)
Cl (0.10, -1.31, -2.46)
Cl (-1.51, -0.61, -4.82)
H (0.63, -1.57, -4.73)
H (-0.64, -2.71, -4.19)
C (-4.44, -3.91, -2.99)
Cl (-2.92, -4.75, -2.68)
Cl (-4.19, -2.19, -3.30)
H (-4.91, -4.35, -3.86)
H (-5.07, -4.01, -2.11)
C (-7.42, -5.64, -5.28)
Cl (-5.89, -6.46, -4.95)
Cl (-7.20, -3.91, -5.55)
H (-7.86, -6.08, -6.17)
H (-8.07, -5.78, -4.43)

**Kohn-Sham gap**: 8.80 eV
**Energy**: -8265.5742 Ha
**HOMO**: -11.67 eV
**Total charge**: +1



# 5
DFT (wB97M-V/def2-TZVPD) results for 9 unconnected molecules or ions with the total composition C20H30Cl6F4N2O16 at a distorted geometry.

Atoms and positions in Å:
C (-3.05, -1.71, -3.38)
N (-3.21, -2.28, -4.73)
O (-4.20, -2.12, -5.43)
O (-2.27, -2.89, -5.11)
H (-2.73, -0.66, -3.42)
H (-2.28, -2.19, -2.77)
H (-4.04, -1.80, -2.95)
C (-1.48, 3.71, -3.47)
N (-2.60, 2.79, -3.72)
O (-3.52, 3.17, -4.47)
O (-2.55, 1.80, -2.96)
H (-1.04, 3.48, -2.50)
H (-1.88, 4.72, -3.39)
H (-0.74, 3.60, -4.27)
C (-4.75, -0.63, 1.54)
C (-5.42, -1.85, 0.97)
O (-5.55, -1.48, -0.37)
C (-5.64, -0.16, -0.41)
O (-5.89, 0.54, -1.40)
O (-5.36, 0.39, 0.77)
F (-6.57, -2.07, 1.50)
H (-3.71, -0.52, 1.22)
H (-4.81, -0.44, 2.61)
H (-4.82, -2.75, 1.12)
C (1.90, 0.30, -5.07)
C (1.37, -0.96, -4.38)
O (0.06, -1.04, -4.84)
C (-0.39, 0.17, -5.26)
O (-1.53, 0.53, -5.58)
O (0.71, 1.02, -5.37)
F (1.47, -0.65, -3.10)
H (2.35, 0.15, -6.05)
H (2.57, 0.92, -4.47)
H (2.01, -1.83, -4.54)
C (4.73, 0.84, 4.45)
C (5.46, 1.06, 3.18)
O (4.43, 1.67, 2.37)
C (3.14, 1.35, 2.83)
O (2.05, 1.63, 2.26)
O (3.28, 0.72, 4.05)
F (5.73, -0.13, 2.63)
H (4.94, 1.71, 5.07)
H (4.89, -0.09, 4.99)
H (6.37, 1.66, 3.26)
C (0.10, -2.70, 4.54)
C (0.60, -2.13, 3.24)
O (-0.63, -1.65, 2.73)
C (-1.55, -2.57, 3.09)
O (-2.63, -2.73, 2.56)
O (-1.19, -3.17, 4.22)
F (1.20, -3.07, 2.46)
H (0.04, -1.92, 5.30)
H (0.81, -3.49, 4.79)
H (1.18, -1.22, 3.36)
Cl (-0.77, 0.91, 5.13)
C (-0.74, 2.54, 4.27)
C (-2.03, 2.70, 3.63)
Cl (-2.24, 1.48, 2.34)
H (0.09, 2.49, 3.56)
H (-0.49, 3.26, 5.05)
H (-2.12, 3.69, 3.18)
H (-2.82, 2.65, 4.38)
Cl (7.18, -1.58, -0.47)
C (6.31, -0.17, -1.04)
C (4.92, -0.17, -0.51)
Cl (3.97, 1.12, -1.26)
H (6.43, -0.18, -2.12)
H (6.81, 0.73, -0.68)
H (4.93, -0.03, 0.57)
H (4.50, -1.17, -0.60)
Cl (1.30, -2.17, -0.70)
C (0.78, -0.52, -0.14)
C (-0.54, -0.01, -0.67)
Cl (-1.74, -1.26, -0.44)
H (1.55, 0.22, -0.35)
H (0.63, -0.65, 0.93)
H (-0.42, 0.23, -1.73)
H (-0.86, 0.85, -0.08)

**Kohn-Sham gap (alpha / beta)**: 1.30 / 5.01 eV
**Energy**: -5253.8573 Ha
**HOMO (alpha / beta)**: -0.14 / -3.91 eV
**Total charge**: -1
**Spin multiplicity**: 2



# 6
DFT (wB97M-V/def2-TZVPD) results for a molecular structure, C20H30ClF12N3NbO3S at a distorted geometry.

Atoms and positions in Å:
C (6.56, -2.97, -0.91)
C (5.88, -1.86, -1.72)
Cl (6.27, -0.24, -1.00)
C (4.41, -2.12, -1.95)
Nb (2.88, -1.46, -0.40)
O (2.92, 0.44, -0.76)
C (1.15, -1.67, -2.00)
F (1.55, -0.89, -3.10)
F (1.10, -2.98, -2.47)
C (-0.36, -1.34, -1.82)
F (-0.92, -1.32, -3.09)
F (-1.00, -2.32, -1.14)
C (-0.79, 0.05, -1.25)
F (-0.08, 1.03, -1.85)
F (-2.10, 0.21, -1.61)
C (-0.79, 0.28, 0.30)
F (0.34, 0.90, 0.68)
F (-1.82, 1.09, 0.61)
F (-0.94, -0.85, 0.97)
S (2.87, -3.99, 0.06)
O (3.99, -4.22, 0.97)
O (2.86, -4.86, -1.10)
C (1.42, -4.60, 1.10)
F (1.51, -5.93, 1.20)
F (0.25, -4.29, 0.53)
F (1.46, -4.07, 2.33)
H (7.13, -3.62, -1.58)
H (5.83, -3.56, -0.35)
H (7.27, -2.56, -0.20)
H (6.36, -1.80, -2.69)
H (4.32, -3.20, -2.08)
H (4.09, -1.68, -2.90)
H (1.66, -1.57, 0.93)
H (4.16, -1.34, 0.86)
H (3.06, 0.63, -1.70)
C (4.86, 2.56, 4.56)
C (4.21, 3.20, 3.33)
C (2.79, 2.69, 3.08)
C (2.76, 1.25, 2.85)
N (2.77, 0.12, 2.68)
H (4.95, 1.48, 4.44)
H (5.85, 2.97, 4.72)
H (4.26, 2.76, 5.46)
H (4.82, 2.99, 2.45)
H (4.18, 4.28, 3.45)
H (2.36, 3.18, 2.20)
H (2.15, 2.91, 3.93)
C (-6.02, 3.11, 1.80)
C (-4.61, 2.85, 1.29)
C (-3.53, 3.48, 2.19)
C (-3.68, 4.93, 2.25)
N (-3.82, 6.07, 2.30)
H (-6.25, 4.18, 1.81)
H (-6.75, 2.62, 1.16)
H (-6.15, 2.72, 2.81)
H (-4.51, 3.24, 0.28)
H (-4.43, 1.78, 1.24)
H (-2.53, 3.25, 1.80)
H (-3.59, 3.07, 3.20)
C (-6.49, -1.46, -4.02)
C (-5.66, -0.19, -3.85)
C (-5.42, 0.18, -2.39)
C (-6.68, 0.43, -1.68)
N (-7.67, 0.62, -1.13)
H (-7.49, -1.34, -3.60)
H (-6.61, -1.70, -5.08)
H (-6.01, -2.31, -3.53)
H (-6.16, 0.64, -4.36)
H (-4.69, -0.32, -4.33)
H (-4.81, 1.07, -2.31)
H (-4.90, -0.63, -1.87)

**Kohn-Sham gap**: 7.59 eV
**Energy**: -3283.7659 Ha
**HOMO**: -6.10 eV
**Total charge**: -1



# 7
DFT (wB97M-V/def2-TZVPD) results for C20H30ClN3O3 in the gas phase.

Atoms and positions in Å:
C (1.24, 3.52, -4.36)
C (1.16, 2.57, -3.17)
C (-0.01, 2.86, -2.22)
C (0.13, 4.24, -1.58)
C (-0.12, 1.76, -1.15)
C (-1.27, 2.02, -0.16)
C (-1.57, 0.77, 0.64)
O (-2.43, -0.03, 0.27)
N (-0.79, 0.56, 1.72)
C (-0.93, -0.55, 2.67)
C (-2.29, -0.50, 3.36)
O (-2.51, 0.69, 4.10)
C (-0.67, -1.90, 1.98)
C (0.84, -1.91, 1.74)
C (1.46, -1.08, 2.89)
C (2.35, -1.89, 3.81)
C (0.25, -0.48, 3.64)
N (-0.30, 0.44, -1.74)
C (0.68, -0.49, -1.73)
O (1.85, -0.22, -1.50)
C (0.25, -1.90, -2.02)
C (1.18, -2.77, -2.58)
N (0.93, -4.04, -2.84)
C (-0.28, -4.51, -2.52)
C (-1.26, -3.72, -1.95)
Cl (-2.79, -4.41, -1.54)
C (-1.00, -2.39, -1.69)
H (2.01, 3.19, -5.06)
H (0.29, 3.56, -4.90)
H (1.50, 4.54, -4.06)
H (1.05, 1.55, -3.54)
H (2.09, 2.59, -2.60)
H (-0.94, 2.84, -2.80)
H (1.02, 4.27, -0.94)
H (0.23, 5.01, -2.33)
H (-0.73, 4.50, -0.96)
H (0.83, 1.72, -0.61)
H (-1.01, 2.85, 0.49)
H (-2.18, 2.28, -0.70)
H (-0.16, 1.31, 1.98)
H (-3.09, -0.55, 2.62)
H (-2.37, -1.38, 4.01)
H (-1.69, 0.92, 4.56)
H (-0.96, -2.69, 2.68)
H (-1.27, -2.02, 1.08)
H (1.24, -2.93, 1.72)
H (1.08, -1.46, 0.78)
H (2.05, -0.27, 2.46)
H (1.80, -2.74, 4.23)
H (3.22, -2.28, 3.28)
H (2.72, -1.29, 4.65)
H (0.44, 0.53, 4.01)
H (0.01, -1.10, 4.51)
H (-1.25, 0.13, -1.88)
H (2.17, -2.40, -2.81)
H (-0.48, -5.56, -2.73)
H (-1.76, -1.77, -1.20)

**ΔE to the lowest compared entry with this formula, charge and spin**: 2.2 kcal per mole
**Kohn-Sham gap**: 9.94 eV
**Energy**: -1630.3510 Ha
**SMILES string**: CC[C@H](C)[C@@H](CC(=O)N[C@@]1(CO)CC[C@H](C)C1)NC(=O)c1cncc(Cl)c1
**HOMO**: -9.55 eV